Computed, not measured: a molecular structure, C38H45HfNP2SSi2 in a non-equilibrium geometry, with the ωB97M-V functional and the def2-TZVPD basis.

Geometry as XYZ:
```
90
C38H45HfNP2SSi2, DFT the ωB97M-V functional and the def2-TZVPD basis
Hf -0.309 0.356 -0.023
C -3.104 2.132 -2.105
Si -1.375 1.298 -2.257
C -0.060 2.428 -3.097
C -1.591 -0.307 -3.286
C -2.174 -0.158 -4.545
C -2.424 -1.241 -5.366
C -2.091 -2.513 -4.936
C -1.495 -2.679 -3.701
C -1.232 -1.597 -2.859
Si -0.359 -2.031 -1.200
C 1.368 -2.783 -1.611
C -1.448 -3.319 -0.266
H -3.586 2.165 -3.079
H -3.030 3.156 -1.752
H -3.776 1.590 -1.441
H -0.379 2.688 -4.103
H 0.906 1.933 -3.190
H 0.095 3.363 -2.564
H -2.440 0.828 -4.897
H -2.877 -1.097 -6.333
H -2.289 -3.369 -5.560
H -1.230 -3.678 -3.387
H 1.246 -3.548 -2.374
H 1.822 -3.264 -0.751
H 2.077 -2.056 -2.001
H -1.664 -4.147 -0.937
H -2.407 -2.918 0.057
H -0.947 -3.737 0.602
C 2.053 -4.197 4.964
S 3.544 -3.199 5.233
C 3.197 -1.803 4.098
C 2.488 -0.672 4.826
C 2.331 0.603 3.994
N 1.534 0.452 2.764
P -0.192 0.198 2.750
C -0.732 0.005 4.483
C -0.969 -1.309 4.893
C -1.491 -1.567 6.147
C -1.799 -0.510 6.993
C -1.570 0.797 6.591
C -1.047 1.060 5.337
C -0.808 1.908 2.413
C -0.208 3.036 2.966
C -0.718 4.297 2.707
C -1.830 4.445 1.893
C -2.452 3.328 1.349
C -1.938 2.060 1.593
P 2.095 1.096 1.249
C 2.654 2.808 1.545
C 3.743 3.176 2.332
C 4.060 4.515 2.482
C 3.316 5.491 1.839
C 2.242 5.130 1.039
C 1.908 3.796 0.902
C 3.605 0.165 0.877
C 3.495 -1.225 0.859
C 4.581 -1.998 0.501
C 5.761 -1.388 0.100
C 5.846 -0.006 0.039
C 4.771 0.776 0.426
H 2.151 -5.067 5.607
H 2.011 -4.515 3.925
H 1.164 -3.636 5.240
H 2.607 -2.196 3.272
H 4.168 -1.476 3.728
H 3.086 -0.400 5.699
H 1.519 -1.024 5.182
H 3.325 0.926 3.675
H 1.914 1.387 4.637
H -0.743 -2.119 4.211
H -1.669 -2.586 6.459
H -2.228 -0.706 7.963
H -1.809 1.620 7.249
H -0.909 2.086 5.030
H 0.650 2.931 3.613
H -0.246 5.159 3.151
H -2.221 5.431 1.703
H -3.349 3.445 0.759
H -2.508 1.168 1.294
H 4.362 2.431 2.809
H 4.900 4.798 3.096
H 3.581 6.530 1.947
H 1.674 5.884 0.518
H 1.068 3.497 0.274
H 2.544 -1.674 1.129
H 4.521 -3.074 0.527
H 6.611 -1.993 -0.172
H 6.753 0.463 -0.310
H 4.828 1.853 0.367
```

LUMO = -7.3 eV
Total charge = +2

Computed, not measured: C19H21ClN4O5 in the gas phase in a non-equilibrium geometry, with the ωB97M-V functional and the def2-TZVPD basis.

Geometry as XYZ:
```
50
C19H21ClN4O5, DFT the ωB97M-V functional and the def2-TZVPD basis
C 2.510 5.929 -0.277
C 3.446 4.857 -1.315
C 4.582 4.395 -0.322
C 2.668 3.845 -1.749
O 2.609 3.818 -2.935
N 2.087 2.832 -0.969
C 2.118 2.719 0.476
C 2.848 1.417 1.022
N 2.234 0.270 0.243
C 1.035 -0.460 0.716
C 0.465 0.061 2.163
C -0.466 -0.697 2.644
C -0.966 -1.734 2.302
N -1.936 -2.583 2.795
C -3.044 -2.900 2.354
O -3.872 -3.769 2.874
C -3.281 -2.496 0.921
C -3.807 -3.425 -0.188
C -3.925 -2.500 -1.302
C -3.157 -1.358 -1.102
N -2.443 -0.403 -1.570
O -1.771 0.563 -1.097
O -2.954 -0.176 -2.829
O -2.603 -1.595 0.390
C -0.387 -2.388 1.104
C 0.695 -1.641 0.543
Cl 1.621 -2.724 -0.632
C 2.058 0.333 -1.282
C 1.325 1.805 -1.498
H 1.611 6.049 -0.914
H 2.202 5.370 0.711
H 3.105 6.779 -0.176
H 3.942 5.558 -1.927
H 5.146 3.756 -0.902
H 5.167 5.333 -0.202
H 4.555 3.971 0.699
H 2.495 3.546 0.969
H 1.122 2.743 0.862
H 2.797 1.370 1.905
H 3.676 1.541 0.359
H 0.764 0.997 2.625
H -1.037 -0.145 3.531
H -2.030 -2.695 3.738
H -4.613 -4.143 -0.030
H -4.251 -2.617 -2.397
H -0.512 -3.354 0.968
H 1.288 -0.177 -1.487
H 3.006 0.693 -1.434
H 1.407 2.062 -2.484
H 0.085 1.837 -1.138
```

SMILES = CC(C)C(=O)N1CCN(c2ccc(NC(=O)c3ccc([N+](=O)[O-])o3)cc2Cl)CC1
LUMO = -2.0 eV

Computed, not measured: a molecular structure, C3H3AuO2 in a non-equilibrium geometry, with the ωB97M-V functional and the def2-TZVPD basis.

Geometry as XYZ:
```
9
C3H3AuO2, DFT the ωB97M-V functional and the def2-TZVPD basis
O 0.776 -0.949 0.258
C -1.636 0.821 1.996
O -1.346 -0.293 2.018
Au -0.200 -1.704 1.324
C 0.692 0.301 -0.219
H 1.457 0.996 0.151
H 0.434 -0.534 -2.189
C 0.268 0.303 -1.505
H -0.445 1.060 -1.834
```

LUMO (alpha / beta) = -11.3 / -14.1 eV
Spin multiplicity = 3
Total charge = +2

Computed, not measured: 2 unconnected molecules or ions with the total composition C4H9O3PS2 in a non-equilibrium geometry, with the ωB97M-V functional and the def2-TZVPD basis.

Geometry as XYZ:
```
19
C4H9O3PS2, DFT the ωB97M-V functional and the def2-TZVPD basis
C -0.742 -1.425 -2.152
C 0.772 1.936 2.285
C -1.097 -1.791 2.417
C 0.172 -1.196 -4.681
O -0.758 -0.221 -2.171
O 1.638 0.791 2.264
O -0.264 -0.673 2.603
P 1.340 -0.758 2.470
S -1.145 -2.436 -0.784
S -0.266 -2.474 -3.509
H 0.331 2.172 1.338
H 1.279 2.830 2.555
H -0.142 1.836 2.871
H -1.942 -1.601 1.721
H -1.604 -2.197 3.361
H -0.616 -2.700 2.107
H -0.175 -0.303 -4.233
H -0.195 -1.422 -5.715
H 1.272 -1.299 -4.719
```

LUMO (alpha / beta) = -3.0 / -3.0 eV

Computed, not measured: a gas-phase ion, C3H9N2S (charge +1) in a non-equilibrium geometry, with the ωB97M-V functional and the def2-TZVPD basis.

Geometry as XYZ:
```
15
C3H9N2S, DFT the ωB97M-V functional and the def2-TZVPD basis
C -0.003 -0.935 0.324
C -1.743 1.958 -1.182
C 0.620 -1.806 1.390
N -0.923 0.880 -0.848
N 2.051 -1.408 1.301
S -1.038 0.242 0.634
H 0.448 -1.153 -0.616
H -1.599 2.578 -0.395
H -1.306 2.569 -2.122
H -2.805 1.586 -1.261
H 0.553 -2.980 1.284
H 0.186 -1.467 2.319
H -0.560 0.244 -1.569
H 2.768 -2.141 1.279
H 2.269 -0.654 2.014
```

LUMO = -5.6 eV
Total charge = +1

Computed, not measured: C3H6N4 in the gas phase in a non-equilibrium geometry, with the ωB97M-V functional and the def2-TZVPD basis.

Geometry as XYZ:
```
13
C3H6N4, DFT the ωB97M-V functional and the def2-TZVPD basis
C 1.248 1.424 0.139
C 0.275 0.374 -0.466
N -0.200 0.334 -1.666
C -1.047 -0.711 -1.684
N -1.240 -1.261 -0.504
N -0.306 -0.651 0.252
N -0.232 -0.926 1.631
H 1.646 2.068 -0.711
H 0.646 2.101 0.865
H 2.018 0.959 0.824
H -1.586 -1.076 -2.509
H -1.045 -0.668 2.085
H -0.177 -1.967 1.744
```

SMILES = Cc1ncnn1N
LUMO = 1.0 eV

Computed, not measured: 14 unconnected molecules or ions with the total composition C5H37NO13, with the ωB97M-V functional and the def2-TZVPD basis.

Geometry as XYZ:
```
56
C5H37NO13, DFT the ωB97M-V functional and the def2-TZVPD basis
C -1.326 -3.021 0.397
N 0.960 -1.377 1.023
C -0.156 -0.846 0.364
C -1.280 -1.547 0.109
C -2.511 -0.933 -0.496
C -0.043 0.622 0.069
H -1.109 -3.270 1.440
H -0.623 -3.570 -0.234
H -2.299 -3.446 0.159
H 1.075 -2.384 1.029
H 1.836 -0.928 0.724
H -3.423 -1.259 0.009
H -2.608 -1.185 -1.558
H -2.512 0.158 -0.521
H -0.621 1.226 0.769
H 0.988 0.966 0.100
H -0.421 0.854 -0.929
H -2.782 0.570 -2.996
H -4.322 0.686 -3.064
O -3.611 0.075 -2.851
H 1.636 3.037 3.545
H 0.923 1.685 3.175
O 0.935 2.669 3.007
H -2.777 -0.326 3.359
H -1.969 -0.500 2.032
O -2.047 0.037 2.842
H -2.123 1.824 2.662
H -1.039 2.868 3.043
O -1.907 2.774 2.621
H 2.876 -4.945 1.278
H 1.640 -5.382 0.448
O 2.133 -4.619 0.759
H 1.137 1.819 -2.182
H 2.060 1.233 -3.306
O 1.518 0.979 -2.550
H 0.968 -0.755 -2.508
H -0.029 -1.777 -1.933
O 0.746 -1.713 -2.503
H 0.420 3.413 1.385
H -1.076 3.581 1.128
O -0.204 3.826 0.750
H 3.452 -1.215 -0.699
H 2.858 0.208 -1.012
O 3.353 -0.299 -0.358
H 0.030 3.380 -0.752
H 0.454 4.084 -2.073
O 0.241 3.225 -1.725
H -1.072 2.273 -2.680
H -0.641 0.972 -3.319
O -1.390 1.572 -3.281
H 2.246 -2.433 -1.891
H 2.782 -3.409 -0.795
O 3.067 -2.768 -1.462
H 0.994 -0.485 2.840
H -0.312 0.068 3.474
O 0.663 0.089 3.558
```

LUMO = 0.1 eV

Computed, not measured: a molecular structure, C7H10Br2NS in a non-equilibrium geometry, with the ωB97M-V functional and the def2-TZVPD basis.

Geometry as XYZ:
```
21
C7H10Br2NS, DFT the ωB97M-V functional and the def2-TZVPD basis
C 2.091 -0.798 -0.664
C 2.761 0.161 -0.169
C -0.150 1.332 0.949
C 0.820 2.191 0.043
C -0.928 -1.020 0.193
C -0.997 0.472 0.119
C -2.124 -2.031 -0.034
N -0.252 -0.325 -0.871
S 2.507 1.858 0.346
Br 4.627 -0.606 -0.126
Br -2.697 1.284 -0.495
H 1.680 -1.867 -0.807
H 0.484 0.828 1.665
H -0.732 2.036 1.594
H 0.624 1.923 -0.972
H 0.534 3.182 0.098
H -0.156 -1.262 0.912
H -2.907 -1.733 0.699
H -1.849 -3.126 0.307
H -2.566 -2.076 -0.993
H -0.768 -0.424 -1.793
```

LUMO = -6.1 eV
Total charge = +1

Computed, not measured: 2 unconnected molecules or ions with the total composition C5H11O2 in a non-equilibrium geometry, with the ωB97M-V functional and the def2-TZVPD basis.

Geometry as XYZ:
```
18
C5H11O2, DFT the ωB97M-V functional and the def2-TZVPD basis
C 1.322 1.075 -0.897
O 0.048 0.605 -0.640
C 2.058 -0.024 -1.714
H 1.895 1.381 0.037
H 1.391 2.024 -1.530
H 3.076 0.305 -1.984
H 1.567 -0.300 -2.677
H 2.126 -0.927 -1.125
O -1.003 -2.118 -0.036
C -1.407 -0.979 -0.249
C -1.739 -0.050 0.889
C -0.964 -0.236 2.155
H -1.807 -0.656 -1.229
H -2.780 -0.221 1.204
H -1.648 0.954 0.469
H -1.103 -1.226 2.622
H -1.139 0.604 2.900
H 0.106 -0.211 1.804
```

LUMO = 4.3 eV
Total charge = -1

Computed, not measured: C3OS4 in the gas phase in a non-equilibrium geometry, with the ωB97M-V functional and the def2-TZVPD basis.

Geometry as XYZ:
```
8
C3OS4, DFT the ωB97M-V functional and the def2-TZVPD basis
S 3.207 0.207 -0.259
C 1.483 0.163 -0.110
O 0.567 1.198 -0.225
C -0.726 0.845 -0.132
S -1.886 1.888 0.247
C -0.875 -0.647 -0.031
S -2.375 -1.501 -0.373
S 0.814 -1.329 0.600
```

SMILES = S=C1OC(=S)C(=S)S1
LUMO = -2.6 eV

Computed, not measured: 18 unconnected molecules or ions with the total composition C20H76N14O18 in a non-equilibrium geometry, with the ωB97M-V functional and the def2-TZVPD basis.

Geometry as XYZ:
```
128
C20H76N14O18, DFT the ωB97M-V functional and the def2-TZVPD basis
C -3.871 2.778 -0.498
C -4.177 4.045 -1.339
O -4.884 3.716 -2.514
H -4.755 2.178 -0.209
H -3.366 3.156 0.381
H -3.321 2.003 -1.012
H -3.221 4.447 -1.519
H -4.767 4.706 -0.762
H -5.269 4.506 -2.923
C 3.690 3.430 -2.584
C 2.260 3.710 -2.005
O 1.241 4.107 -2.919
H 4.207 4.183 -3.067
H 3.646 2.582 -3.171
H 4.211 3.148 -1.702
H 2.369 4.410 -1.176
H 1.769 2.803 -1.674
H 0.630 4.651 -2.429
C 0.043 -0.077 0.497
O -0.956 0.035 1.409
N 1.202 -0.570 0.858
N 0.026 0.418 -0.685
H 1.337 -0.841 1.886
H 1.918 -0.854 0.163
H -0.946 0.584 -1.085
H 0.783 0.585 -1.401
C -1.293 -1.753 -5.463
O -0.689 -2.346 -6.507
N -2.609 -1.785 -5.297
N -0.668 -0.961 -4.660
H -3.315 -2.280 -5.934
H -3.178 -1.115 -4.734
H 0.402 -0.617 -4.840
H -1.140 -0.685 -3.790
C 2.319 -3.222 2.701
O 1.677 -2.038 3.151
N 2.265 -4.312 3.357
N 2.888 -3.435 1.570
H 1.962 -4.191 4.314
H 2.855 -5.202 3.256
H 2.858 -2.625 0.893
H 3.068 -4.426 1.201
C 4.340 -1.742 -1.298
O 3.349 -1.490 -0.391
N 4.243 -1.406 -2.570
N 5.296 -2.528 -0.959
H 3.576 -0.656 -2.615
H 5.022 -1.435 -3.248
H 5.496 -2.540 0.119
H 6.141 -2.637 -1.562
C 1.840 0.634 -3.946
O 2.206 0.476 -2.578
N 1.778 -0.249 -4.856
N 1.394 1.774 -4.344
H 2.001 -1.281 -4.561
H 1.825 -0.065 -5.818
H 1.188 2.583 -3.682
H 1.122 1.946 -5.363
C 0.479 1.671 4.778
O 0.565 0.689 3.788
N 1.319 1.659 5.766
N -0.298 2.756 4.738
H 1.896 0.788 5.728
H 1.324 2.235 6.566
H -1.058 2.736 4.056
H -0.504 3.362 5.529
C -2.790 -3.072 -2.188
O -2.599 -1.741 -1.807
N -2.720 -3.525 -3.399
N -3.257 -3.913 -1.359
H -2.471 -2.773 -4.159
H -2.665 -4.507 -3.570
H -3.422 -3.577 -0.375
H -3.017 -4.880 -1.623
C -1.633 1.922 -3.465
O -1.875 0.808 -2.723
H -2.526 2.602 -3.433
H -1.359 1.572 -4.436
H -0.752 2.489 -3.219
H -2.695 0.387 -3.066
C -0.656 3.588 1.047
O -0.995 2.938 -0.155
H -0.532 2.858 1.877
H -1.363 4.351 1.400
H 0.295 4.115 1.002
H -0.702 2.054 -0.090
C -4.007 -0.625 0.621
O -5.245 -0.313 0.104
H -3.919 -1.710 0.585
H -4.126 -0.462 1.755
H -3.136 -0.090 0.302
H -5.098 0.044 -0.829
C 3.626 -0.385 4.611
O 2.872 -0.554 5.865
H 3.739 -1.253 3.994
H 4.626 0.009 4.741
H 3.125 0.273 3.877
H 2.969 -1.472 6.163
C -3.013 1.683 3.410
O -2.549 3.031 3.434
H -3.709 1.555 4.185
H -2.220 0.985 3.676
H -3.236 1.419 2.420
H -2.932 3.616 2.760
C -0.548 -1.909 5.495
O -1.388 -1.661 4.391
H -0.788 -2.883 5.907
H -0.739 -1.124 6.254
H 0.512 -1.852 5.226
H -0.843 -1.348 3.673
C -1.139 -3.352 1.360
O -1.332 -3.911 2.677
H -1.942 -2.622 1.256
H -1.425 -3.989 0.504
H -0.288 -2.653 1.332
H -1.051 -3.162 3.240
C 0.782 -3.422 -1.478
O 0.567 -2.316 -2.198
H 1.163 -3.322 -0.467
H 1.238 -4.182 -2.025
H -0.320 -3.679 -1.290
H 0.084 -1.619 -1.682
C 2.642 2.266 1.102
O 3.252 1.032 1.376
H 1.752 2.079 0.575
H 3.241 3.039 0.619
H 2.269 2.804 1.946
H 2.575 0.275 1.219
```

LUMO = -0.1 eV

Computed, not measured: C4H6O2 in the gas phase, with the ωB97M-V functional and the def2-TZVPD basis.

Geometry as XYZ:
```
12
C4H6O2, DFT the ωB97M-V functional and the def2-TZVPD basis
C -1.279 -1.027 -0.061
C -0.099 -0.495 0.762
O 0.285 -1.113 1.728
C 0.634 0.826 0.381
C 1.098 0.758 -1.055
O 0.349 0.501 -1.967
H -1.031 -1.215 -1.110
H -2.135 -0.342 -0.069
H -1.593 -1.966 0.403
H -0.058 1.670 0.504
H 1.489 1.025 1.043
H 2.182 0.899 -1.244
```

SMILES = CC(=O)CC=O
LUMO = 0.6 eV

Computed, not measured: a molecular structure, C11H12N3O9Os in a non-equilibrium geometry, with the ωB97M-V functional and the def2-TZVPD basis.

Geometry as XYZ:
```
36
C11H12N3O9Os, DFT the ωB97M-V functional and the def2-TZVPD basis
Os 0.356 -0.388 -0.840
O 0.546 2.283 0.324
C -0.586 2.904 -0.301
C -0.590 2.556 -1.751
N -0.737 1.073 -2.046
C -2.189 0.688 -2.074
C -2.470 -0.586 -1.338
O -3.498 -1.157 -1.437
O -1.443 -1.003 -0.504
C -0.049 0.817 -3.368
C 1.440 0.870 -3.135
O 2.220 1.293 -3.910
O 1.804 0.345 -1.896
H 1.368 2.726 0.058
H -0.559 3.979 -0.171
H -1.472 2.522 0.202
H 0.336 2.901 -2.208
H -1.408 3.064 -2.254
H -2.547 0.604 -3.092
H -2.768 1.459 -1.577
H -0.338 1.550 -4.113
H -0.323 -0.176 -3.728
O 0.954 -3.965 4.764
C 1.709 -3.213 3.938
O 2.870 -3.426 3.791
C 1.026 -2.067 3.252
C 0.601 -0.883 3.793
N 0.254 -0.073 2.765
N 0.426 -0.681 1.582
C 0.900 -1.878 1.875
C 1.160 -2.765 0.736
O 1.357 -3.921 0.801
O 1.158 -2.061 -0.473
H 0.028 -3.709 4.705
H 0.540 -0.551 4.822
H -0.076 0.872 2.809
```

LUMO (alpha / beta) = -3.4 / -6.1 eV
Spin multiplicity = 5
Total charge = +1